[1]
Here is a molecular structure, C7H10BrFeN at a distorted geometry from the OMol25 dataset. Energies are from wB97M-V/def2-TZVPD.

Calculated values
calculated total energy	-4165.1654	Eh
total charge	-1
HOMO-LUMO gap (alpha / beta)	0.266 / 0.271	Ha
2S+1	6
strongest force on any atom	2.8	eV/A

The geometry in XYZ format:
```
20
Properties=species:S:1:pos:R:3:forces:R:3
C 0.06583 1.76088 -1.61127 -0.3 0.1 0.0
C -0.51710 2.34277 -0.45111 -0.1 0.0 -0.2
C -1.76111 1.69441 -0.20239 0.1 -0.1 -0.2
C -1.94507 0.70643 -1.20933 0.1 0.3 -0.3
C -0.81480 0.74213 -2.07811 -0.4 0.4 0.0
Fe 0.00000 0.00000 0.00000 -0.7 0.5 0.3
N 1.22262 -1.05731 -0.59488 2.3 -1.0 -1.2
C 2.01006 -0.04428 1.47919 -0.4 0.6 0.5
C 1.18771 1.00724 1.80952 0.7 -0.6 0.3
H -2.44294 1.90947 0.62278 0.3 -0.1 -0.3
H -0.09791 3.16202 0.13556 -0.1 -0.3 -0.2
H -2.78819 0.01876 -1.28858 0.4 0.2 0.1
H -0.64830 0.09663 -2.94126 0.0 0.2 0.4
H 1.02816 2.02502 -2.05310 -0.4 -0.1 0.2
H 1.44784 2.03042 1.52306 -0.2 -0.5 0.0
H 2.94098 0.11419 0.92760 -0.5 -0.1 0.1
H 2.02566 -1.53077 -1.02620 -0.4 0.2 0.2
H 0.36677 0.87016 2.52191 0.3 0.1 -0.3
H 1.86505 -1.03423 1.91903 0.0 0.4 -0.3
Br -1.33210 -1.93114 0.80203 -0.7 -0.3 0.7
```
Forces are in eV/Å.

[2]
Here is CHN3O2 in the gas phase at a distorted geometry from the OMol25 dataset. Energies are from wB97M-V/def2-TZVPD.

Calculated values
calculated total energy	-353.3706	Eh
total charge	0
HOMO-LUMO gap	0.342	Ha
relative energy (zero: lowest compared OMol25 entry of this formula, charge and spin)	39.2	kcal/mol
strongest force on any atom	1.2	eV/A

The geometry in XYZ format:
```
7
Properties=species:S:1:pos:R:3:forces:R:3
O 1.98762 -0.61469 0.11302 -0.5 0.0 -0.1
C 0.79724 -0.67547 -0.05184 0.1 -0.3 -0.1
N 0.05420 0.69429 0.37384 0.0 0.1 0.0
N -1.19159 0.62675 0.09728 -0.5 -1.0 -0.4
N -1.81870 -0.24969 -0.31051 0.6 0.9 0.4
O -0.09119 -1.44460 -0.44147 0.4 0.3 0.2
H 0.47178 1.58831 0.60129 -0.1 -0.1 0.0
```
Forces are in eV/Å.

[3]
Here is C10H8F2N2 in the gas phase at a distorted geometry from the OMol25 dataset. Energies are from wB97M-V/def2-TZVPD.

Calculated values
calculated total energy	-694.9379	Eh
total charge	0
HOMO-LUMO gap (alpha / beta)	0.236 / 0.236	Ha
relative energy (zero: lowest compared OMol25 entry of this formula, charge and spin)	73.1	kcal/mol
strongest force on any atom	3.8	eV/A

The geometry in XYZ format:
```
22
Properties=species:S:1:pos:R:3:forces:R:3
C 3.55475 -0.04504 0.32567 -0.8 -1.9 0.6
C 2.77942 0.82845 -0.34454 -0.2 0.1 0.3
C 2.70453 -1.09711 0.67243 1.9 -2.3 2.2
C 1.46842 0.33381 -0.28180 -0.5 -0.2 -1.1
C 0.29258 0.97186 -0.71028 -0.6 0.1 0.6
C -3.11946 0.67601 0.38870 0.8 -2.6 0.6
C -2.58859 -0.51118 0.72674 -1.5 0.0 0.5
C -1.01227 0.55021 -0.51532 2.0 1.4 -0.8
C -2.19631 1.43496 -0.42477 0.5 -1.3 -0.6
C -0.64368 -1.76698 -0.16433 -0.7 -1.5 0.5
N 1.47949 -0.90015 0.31320 -2.4 0.0 -0.8
N -1.39054 -0.68032 0.03444 3.1 -1.6 -1.4
F -0.15354 -2.22142 -1.34284 -0.8 1.7 1.9
F -1.02281 -2.84607 0.56874 0.7 1.5 -0.8
H 4.56166 -0.16404 0.53056 1.9 0.6 0.1
H 3.20683 1.70833 -0.67263 0.0 2.0 -1.0
H 3.05410 -2.00505 1.22701 -0.6 0.7 -0.7
H 0.52199 1.99481 -1.07696 -0.8 -0.7 0.1
H -4.06962 0.88855 0.72063 -1.9 1.0 0.6
H -2.98676 -1.31422 1.35315 0.2 0.4 -0.4
H -2.46356 1.84194 -1.33820 -1.5 0.0 -2.4
H -1.97663 2.32265 0.01041 1.1 2.7 2.2
```
Forces are in eV/Å.

[4]
Here is a molecular structure, C32H32Cl6N3Na from the OMol25 dataset. Energies are from wB97M-V/def2-TZVPD.

Calculated values
calculated total energy	-4325.7990	Eh
total charge	-2
HOMO-LUMO gap	0.185	Ha
relative energy (zero: lowest compared OMol25 entry of this formula, charge and spin)	335.5	kcal/mol
strongest force on any atom	0.6	eV/A

The geometry in XYZ format:
```
74
Properties=species:S:1:pos:R:3:forces:R:3
Na -1.22897 0.22206 -0.38530 -0.2 -0.1 0.0
C 1.91005 3.52233 -0.04710 0.0 0.0 0.1
C 1.50359 2.32987 0.77021 0.5 -0.2 0.0
C -0.48322 1.27693 3.53052 0.0 -0.1 0.4
C 0.70826 4.13959 2.67651 0.0 0.0 0.1
C 0.06726 0.10561 3.34501 0.2 -0.1 -0.3
C -0.70677 -0.63802 4.45334 -0.1 0.0 0.1
C 1.00273 -0.61838 2.45373 -0.1 -0.1 0.1
C 1.05389 -2.10918 2.75491 0.1 -0.1 0.0
C 1.81620 -0.18604 1.44882 -0.1 0.1 0.0
C 2.59126 -1.29169 0.74085 -0.1 0.0 -0.1
C 2.15854 1.16357 0.87872 0.0 0.0 0.1
C 3.51862 1.21442 0.19903 0.0 -0.1 0.0
H 2.81588 3.98506 0.34444 0.0 0.0 0.0
H 1.13937 4.28863 -0.01981 0.0 0.0 0.0
H 2.07340 3.21985 -1.08232 0.0 0.0 0.0
H -0.12976 4.82706 2.53397 0.1 0.0 -0.2
H -0.86651 3.30508 -0.08605 0.1 0.1 0.0
H 0.67393 3.78794 3.71442 -0.1 0.0 -0.1
H -0.03218 -1.05861 5.19986 0.0 0.0 0.0
H -1.32208 -1.41811 4.00677 0.0 0.0 0.0
H -1.38009 0.05375 4.96809 0.0 0.0 0.0
H 0.53709 -2.36930 3.66919 0.0 0.0 0.0
H 2.08760 -2.44335 2.85079 0.0 0.0 0.0
H 0.59475 -2.70576 1.96372 0.0 0.1 0.0
H 3.46402 -1.60854 1.32355 0.0 0.0 0.0
H 2.92006 -1.00609 -0.24840 0.0 0.0 -0.1
H 1.95990 -2.16243 0.59266 0.0 0.0 -0.1
H 3.47111 0.87941 -0.83616 0.0 0.0 -0.1
H 4.22067 0.56428 0.71745 0.0 0.0 0.0
H 3.92308 2.22222 0.21725 0.0 0.0 0.0
Cl 0.14966 2.67715 1.83568 -0.5 0.4 0.0
C -1.20210 2.57981 0.66070 -0.1 0.0 -0.2
C -2.57824 2.89938 1.15000 0.2 -0.1 0.0
C -3.62976 2.67033 0.23831 -0.2 0.0 0.0
Cl -3.46349 2.06163 -1.38233 0.2 -0.1 0.0
C -4.84905 3.07394 0.78378 0.0 0.0 0.0
Cl -6.39239 2.99524 0.01685 0.0 0.0 0.0
C -4.58260 3.55068 2.06203 0.0 0.0 0.0
Cl -5.76313 4.12961 3.18344 0.0 0.0 0.0
C -3.19999 3.45373 2.28914 -0.2 0.0 0.0
Cl -2.52195 3.96655 3.80176 0.1 0.0 -0.1
Cl 5.52618 -3.06136 -4.84666 0.0 0.0 0.0
C 4.13831 -2.33704 -4.04288 0.0 -0.1 0.0
C 3.05485 -3.12930 -3.66461 0.0 0.0 0.0
C 1.96894 -2.57369 -3.03258 0.0 0.0 0.0
C 1.87935 -1.17328 -2.72414 0.0 0.0 0.0
C 0.78163 -0.63576 -2.06033 0.0 0.1 0.0
C 3.01794 -0.40983 -3.14715 0.0 0.0 0.0
C 4.10705 -0.97802 -3.78277 0.0 0.1 0.0
H 3.07491 -4.19335 -3.87039 0.0 0.0 0.0
H 1.14021 -3.21273 -2.74702 0.0 0.0 0.0
H -0.01648 -1.28643 -1.71462 0.1 0.0 -0.1
H 0.83096 0.38118 -1.68064 0.1 0.1 0.0
H 3.01383 0.66345 -2.99410 0.0 0.1 0.0
H 4.94037 -0.35412 -4.08585 0.0 0.0 0.0
N 0.73283 1.34099 -5.05143 0.0 -0.1 0.0
N 0.27184 2.21367 -4.00147 0.0 0.0 0.0
H 0.53627 0.38017 -4.77362 0.0 0.0 0.0
H 1.74301 1.40575 -5.05973 0.0 0.0 0.0
H 0.12813 1.65521 -3.16081 0.0 0.0 -0.1
H -0.64432 2.54131 -4.28203 0.0 0.0 0.0
N -5.36925 -6.38462 0.85719 0.0 0.0 0.0
C -4.74737 -5.43336 0.66175 0.0 0.0 0.0
C -3.97288 -4.25065 0.42316 0.0 0.0 0.0
C -2.58011 -4.29492 0.49915 0.0 0.0 0.0
C -1.84957 -3.13772 0.26840 0.0 0.0 -0.1
C -2.41675 -1.88493 -0.04119 0.0 0.0 0.1
C -3.82722 -1.90685 -0.10876 0.0 0.0 0.1
C -4.59689 -3.04000 0.11106 0.0 0.0 0.0
H -2.08836 -5.23355 0.73377 0.0 0.0 0.0
H -0.76391 -3.23224 0.31780 0.0 0.0 0.0
H -4.36292 -0.98778 -0.33700 0.0 0.0 0.0
H -5.67925 -3.00035 0.04944 0.0 0.0 0.0
```
Forces are in eV/Å.

> Look up the total charge of the third one.

0

> What is the total charge in the fourth record?

-2

> Among the records above, which one has the lowest total charge?

C32H32Cl6N3Na